Here is a cluster of 17 separate species, C72H185N7O24 in total in a non-equilibrium geometry from the OMol25 dataset. Energies are from ωB97M-V with the def2-TZVPD basis set.

For the energy above the lowest of the compared OMol25 structures with the same formula, charge and spin, the calculation gives 9.1 kcal per mole. The electronic energy is -5042.838604 Eh. As for the HOMO energy: -0.311 hartree. As for the spin multiplicity: 1.

Each line ends with the Löwdin charge.
Geometry (Å):
C -6.916 0.331 -6.976  -0.11
O -7.357 -0.781 -6.176  -0.19
C -6.563 -0.977 -4.992  -0.22
C -7.088 -2.201 -4.235  -0.21
N -6.561 -2.253 -2.863  -0.07
C -5.092 -2.440 -2.768  -0.17
C -4.678 -3.024 -1.378  -0.22
O -4.728 -4.412 -1.212  -0.20
C -3.620 -5.092 -1.774  -0.10
H -7.070 1.306 -6.512  0.08
H -7.485 0.310 -7.905  0.08
H -5.912 0.325 -7.400  0.08
H -6.765 -0.148 -4.314  0.11
H -5.528 -1.104 -5.307  0.12
H -6.847 -3.060 -4.862  0.11
H -8.174 -2.140 -4.174  0.12
H -6.986 -2.990 -2.319  0.10
H -4.588 -1.486 -2.921  0.10
H -4.809 -3.126 -3.566  0.11
H -5.245 -2.566 -0.567  0.11
H -3.686 -2.659 -1.112  0.11
H -3.668 -5.132 -2.862  0.08
H -3.715 -6.152 -1.539  0.09
H -2.646 -4.708 -1.471  0.07
C 4.649 1.007 -3.570  -0.12
O 4.256 0.152 -4.626  -0.23
C 4.372 0.665 -6.025  -0.15
C 4.676 -0.449 -7.010  -0.19
N 6.028 -0.980 -6.838  -0.08
C 6.535 -1.758 -7.905  -0.21
C 7.003 -0.935 -9.136  -0.19
O 5.928 -0.432 -9.948  -0.21
C 6.391 0.228 -11.115  -0.12
H 4.476 0.525 -2.608  0.07
H 3.995 1.879 -3.560  0.08
H 5.683 1.326 -3.697  0.09
H 5.166 1.411 -6.069  0.12
H 3.407 1.108 -6.275  0.12
H 4.518 0.026 -7.978  0.11
H 3.921 -1.221 -6.858  0.13
H 6.668 -0.208 -6.724  0.12
H 5.749 -2.438 -8.233  0.13
H 7.387 -2.356 -7.584  0.12
H 7.579 -1.568 -9.812  0.11
H 7.601 -0.074 -8.837  0.12
H 6.946 1.156 -10.976  0.08
H 5.482 0.444 -11.677  0.09
H 7.014 -0.423 -11.728  0.08
C -5.499 9.355 -1.759  -0.12
O -4.629 8.502 -1.018  -0.22
C -3.699 9.266 -0.172  -0.18
C -2.663 8.412 0.559  -0.22
N -3.271 7.606 1.597  -0.07
C -2.286 7.069 2.493  -0.21
C -2.959 5.894 3.238  -0.19
O -3.059 4.813 2.262  -0.21
C -3.187 3.502 2.803  -0.10
H -4.887 10.107 -2.256  0.08
H -6.309 9.785 -1.170  0.08
H -6.062 8.811 -2.518  0.08
H -4.285 9.806 0.572  0.12
H -3.194 9.929 -0.874  0.11
H -1.944 9.132 0.950  0.12
H -2.078 7.744 -0.073  0.12
H -3.650 6.823 1.084  0.09
H -1.903 7.857 3.141  0.12
H -1.484 6.689 1.860  0.12
H -3.929 6.112 3.685  0.11
H -2.236 5.677 4.025  0.11
H -3.261 2.812 1.963  0.06
H -4.068 3.424 3.441  0.07
H -2.238 3.146 3.202  0.09
C -2.252 -0.240 4.819  -0.08
O -1.711 0.735 5.710  -0.19
C -2.673 1.586 6.293  -0.25
C -2.033 2.720 7.053  -0.20
N -3.001 3.618 7.649  -0.07
C -4.075 4.022 6.787  -0.20
C -4.892 5.089 7.602  -0.20
O -4.267 6.334 7.764  -0.18
C -4.182 7.165 6.636  -0.11
H -1.385 -0.744 4.394  0.06
H -2.809 0.208 3.995  0.09
H -2.808 -0.981 5.393  0.08
H -3.427 1.064 6.882  0.13
H -3.335 1.977 5.521  0.09
H -1.369 3.222 6.349  0.12
H -1.446 2.282 7.860  0.12
H -2.581 4.382 8.158  0.12
H -4.736 3.201 6.509  0.12
H -3.642 4.506 5.912  0.09
H -5.244 4.749 8.576  0.13
H -5.795 5.265 7.017  0.11
H -5.160 7.412 6.224  0.09
H -3.644 6.739 5.788  0.05
H -3.719 8.123 6.872  0.09
C 2.834 -6.331 -6.388  -0.09
O 3.677 -5.736 -5.394  -0.23
C 4.648 -4.793 -5.795  -0.20
C 5.050 -3.845 -4.612  -0.20
N 6.289 -3.152 -4.920  -0.04
C 6.621 -2.304 -3.746  -0.20
C 6.946 -3.082 -2.472  -0.21
O 7.373 -2.054 -1.579  -0.19
C 7.704 -2.559 -0.299  -0.12
H 3.534 -6.674 -7.150  0.08
H 2.046 -5.758 -6.876  0.08
H 2.339 -7.126 -5.830  0.09
H 4.173 -4.295 -6.640  0.11
H 5.532 -5.324 -6.149  0.12
H 5.061 -4.391 -3.668  0.10
H 4.198 -3.166 -4.589  0.11
H 6.094 -2.427 -5.596  0.04
H 5.767 -1.686 -3.471  0.09
H 7.317 -1.524 -4.055  0.12
H 7.758 -3.775 -2.690  0.12
H 6.108 -3.632 -2.043  0.11
H 8.374 -3.415 -0.376  0.09
H 6.885 -2.848 0.360  0.07
H 8.334 -1.828 0.208  0.07
C -0.118 4.823 -6.060  -0.06
O -1.489 4.975 -5.568  -0.20
C -1.673 6.210 -4.914  -0.26
C -2.777 6.101 -3.850  -0.20
N -2.305 5.328 -2.692  -0.04
C -3.321 5.004 -1.624  -0.16
C -4.295 3.902 -2.015  -0.23
O -3.710 2.817 -2.721  -0.21
C -4.746 1.969 -3.296  -0.08
H -0.110 3.934 -6.691  0.09
H 0.465 4.690 -5.149  0.07
H 0.172 5.754 -6.547  0.08
H -1.989 7.009 -5.586  0.11
H -0.866 6.702 -4.370  0.12
H -3.607 5.548 -4.290  0.11
H -3.163 7.091 -3.609  0.11
H -1.976 4.433 -3.025  0.05
H -3.807 5.951 -1.389  0.10
H -2.771 4.640 -0.757  0.10
H -5.104 4.351 -2.592  0.12
H -4.734 3.528 -1.091  0.10
H -5.551 1.604 -2.659  0.07
H -4.157 1.105 -3.603  0.08
H -5.186 2.456 -4.166  0.09
C -2.798 0.391 -0.653  -0.07
O -1.924 -0.676 -0.232  -0.18
C -2.153 -0.937 1.141  -0.22
C -1.233 -2.004 1.686  -0.16
N 0.204 -1.698 1.519  -0.05
C 1.094 -2.731 1.978  -0.18
C 2.529 -2.285 1.581  -0.14
O 2.707 -2.336 0.137  -0.21
C 3.907 -1.763 -0.346  -0.06
H -3.804 0.011 -0.829  0.07
H -2.454 0.789 -1.607  0.07
H -2.822 1.174 0.105  0.07
H -3.182 -1.227 1.351  0.11
H -1.952 -0.016 1.687  0.11
H -1.391 -2.926 1.126  0.11
H -1.494 -2.261 2.713  0.09
H 0.365 -1.514 0.539  0.10
H 0.894 -3.638 1.408  0.10
H 1.089 -2.932 3.049  0.11
H 3.226 -2.939 2.105  0.09
H 2.699 -1.288 1.987  0.10
H 4.799 -2.248 0.049  0.07
H 3.931 -0.742 0.037  0.07
H 3.892 -1.747 -1.436  0.09
C -4.313 -4.611 1.861  -0.06
C -4.931 -3.415 2.493  -0.46
C -6.144 -3.793 3.389  -0.04
O -3.984 -2.764 3.342  -0.08
H -5.038 -5.142 1.244  0.09
H -3.768 -5.240 2.566  0.08
H -3.553 -4.400 1.109  0.06
H -5.217 -2.721 1.703  0.12
H -6.909 -4.336 2.835  0.08
H -6.578 -2.876 3.788  0.07
H -5.894 -4.409 4.253  0.07
H -3.735 -3.392 4.023  0.03
C 3.398 -5.723 3.745  -0.07
C 2.475 -6.865 3.763  -0.49
C 1.346 -6.635 2.693  -0.05
O 3.107 -8.112 3.493  -0.03
H 2.936 -4.736 3.752  0.06
H 3.926 -5.911 2.811  0.10
H 4.089 -5.680 4.588  0.08
H 1.956 -6.869 4.722  0.12
H 0.991 -5.610 2.585  0.05
H 0.472 -7.282 2.764  0.08
H 1.766 -6.795 1.700  0.07
H 3.001 -8.287 2.555  0.08
C -1.432 -5.998 4.785  -0.05
C -2.031 -4.984 5.767  -0.41
C -1.274 -3.612 5.746  -0.04
O -3.370 -4.678 5.318  -0.09
H -1.857 -6.999 4.862  0.09
H -0.441 -6.205 5.188  0.07
H -1.283 -5.589 3.786  0.07
H -2.073 -5.469 6.742  0.14
H -0.322 -3.803 6.242  0.07
H -1.730 -2.762 6.252  0.07
H -0.981 -3.348 4.730  0.06
H -3.815 -4.316 6.087  0.10
C 8.287 3.001 1.608  -0.05
C 7.235 1.940 1.980  -0.53
C 7.182 0.809 1.062  -0.08
O 7.665 1.491 3.222  -0.05
H 8.029 3.505 0.676  0.07
H 9.298 2.644 1.415  0.08
H 8.391 3.787 2.355  0.07
H 6.232 2.361 2.047  0.14
H 6.359 0.174 1.390  0.07
H 8.114 0.246 1.027  0.08
H 6.842 1.117 0.073  0.09
H 7.073 0.834 3.594  0.03
C -0.012 -5.727 -1.764  -0.05
C 1.116 -4.738 -1.490  -0.51
C 2.083 -4.538 -2.656  -0.05
O 0.603 -3.485 -1.167  -0.05
H -0.616 -5.323 -2.577  0.08
H -0.663 -5.743 -0.890  0.06
H 0.276 -6.769 -1.905  0.08
H 1.725 -5.186 -0.705  0.12
H 2.930 -3.881 -2.455  0.06
H 1.548 -4.264 -3.565  0.09
H 2.635 -5.455 -2.863  0.08
H 1.369 -2.949 -0.948  0.04
C 5.234 -2.650 3.826  -0.05
C 6.130 -1.590 4.402  -0.46
C 7.626 -1.748 4.003  -0.02
O 5.731 -0.309 3.948  -0.07
H 4.183 -2.551 4.101  0.06
H 5.543 -3.622 4.210  0.08
H 5.396 -2.651 2.749  0.08
H 6.073 -1.554 5.490  0.13
H 7.953 -2.778 4.150  0.08
H 8.205 -1.082 4.643  0.08
H 7.742 -1.461 2.958  0.06
H 4.805 -0.143 4.138  0.06
C -0.679 2.121 -3.743  -0.04
C 0.360 1.984 -2.622  -0.49
C 1.006 0.573 -2.631  -0.02
O 1.363 2.915 -2.815  -0.04
H -1.054 3.143 -3.799  0.04
H -1.555 1.528 -3.480  0.06
H -0.242 1.867 -4.709  0.09
H -0.241 2.235 -1.748  0.12
H 1.739 0.425 -1.838  0.06
H 1.552 0.452 -3.566  0.08
H 0.253 -0.205 -2.504  0.08
H 1.087 3.784 -2.515  0.09
C -6.549 1.465 2.999  -0.02
C -7.050 1.620 1.485  -0.45
C -5.918 1.395 0.503  -0.06
O -8.019 0.607 1.322  -0.05
H -7.337 1.828 3.659  0.07
H -5.718 2.128 3.242  0.04
H -6.292 0.474 3.373  0.07
H -7.453 2.625 1.356  0.13
H -5.169 2.111 0.843  0.06
H -6.140 1.638 -0.536  0.06
H -5.458 0.411 0.597  0.07
H -8.247 0.566 0.391  0.09
C 1.576 1.258 6.072  -0.05
C 2.365 0.082 5.530  -0.44
C 1.560 -1.248 5.576  -0.04
O 2.775 0.405 4.189  -0.08
H 2.094 2.216 6.107  0.08
H 1.173 1.084 7.069  0.08
H 0.771 1.516 5.384  0.07
H 3.210 -0.146 6.180  0.13
H 2.180 -2.131 5.422  0.06
H 0.778 -1.171 4.821  0.06
H 1.112 -1.391 6.559  0.08
H 1.978 0.721 3.756  0.03
C 0.420 2.850 1.089  -0.03
C 1.181 1.555 1.172  -0.47
C 2.722 1.629 1.106  -0.03
O 0.785 0.958 2.393  -0.09
H 0.309 3.406 2.020  0.09
H -0.620 2.626 0.848  0.06
H 0.838 3.400 0.246  0.08
H 0.867 0.850 0.403  0.12
H 2.927 2.461 1.780  0.09
H 3.045 1.954 0.116  0.08
H 3.276 0.768 1.479  0.05
H 0.611 0.036 2.190  0.03